Record 1
Computed, not measured: C19H25N3O5 in the gas phase, with ωB97M-V/def2-TZVPD.

```
! wB97M-V def2-TZVPD RIJCOSX def2/J DEFGRID3
* xyz 0 1
C 2.02296 -0.91933 -7.58422
C 1.45541 -1.36730 -6.23971
O 0.16576 -0.86290 -5.96590
C 0.11486 0.52686 -5.72418
C -1.15163 0.85181 -4.92677
C -1.32236 -0.04249 -3.69440
N -0.17124 0.05640 -2.83847
C -0.09870 -0.01876 -1.50564
C -1.24764 -0.11593 -0.68622
C -1.16975 -0.14088 0.67871
C 0.07576 -0.08984 1.31980
N 0.14833 -0.10928 2.73372
C 0.96031 0.74947 3.46790
O 1.73219 1.53880 2.99912
C 0.58734 0.55861 4.92470
C -0.42168 1.67403 5.25427
C -1.24802 1.33454 6.48808
C -2.03203 0.05163 6.23672
C -1.07031 -1.11358 6.03764
C -0.04484 -0.83310 4.94186
C -0.57884 -0.98571 3.52972
O -1.42246 -1.74425 3.13611
C 1.22124 -0.02749 0.56445
C 1.15781 0.00762 -0.83353
N 2.39594 0.02857 -1.51440
O 3.42069 -0.06355 -0.86605
O 2.40822 0.12323 -2.74519
H 1.31598 -1.14102 -8.38016
H 2.22803 0.14850 -7.58328
H 2.95141 -1.44851 -7.77890
H 1.33150 -2.45328 -6.23195
H 2.14690 -1.08297 -5.43199
H 1.01157 0.84455 -5.17244
H 0.09221 1.08602 -6.67099
H -1.11168 1.90000 -4.62730
H -2.02160 0.70454 -5.56685
H -1.44281 -1.07849 -4.03365
H -2.22383 0.26163 -3.16060
H 0.72785 0.04421 -3.31517
H -2.21690 -0.17031 -1.15282
H -2.06900 -0.21487 1.26862
H 1.45736 0.64267 5.57708
H 0.12252 2.60913 5.39212
H -1.10105 1.80791 4.40745
H -1.93052 2.15844 6.70196
H -0.59340 1.20371 7.35201
H -2.68961 -0.16257 7.08044
H -2.65483 0.17145 5.34772
H -1.62184 -2.01537 5.76553
H -0.54224 -1.30507 6.97418
H 0.75226 -1.58455 5.02229
H 2.19438 0.00709 1.02857
*
```

HOMO level (eV): -8.076
Gap between HOMO and LUMO (hartree): 0.28440
SMILES string: CCOCCCNc1ccc(N2C(=O)[C@H]3CCCC[C@H]3C2=O)cc1[N+](=O)[O-]

Atomic partial charges in e from the Löwdin method, atoms 1 to 2:
1. C -0.0731
2. C -0.2676

=====

Record 2
Computed, not measured: C19H25N5O2 in the gas phase, with ωB97M-V/def2-TZVPD.

```
! wB97M-V def2-TZVPD RIJCOSX def2/J DEFGRID3
* xyz 0 1
C -5.67795 -1.70446 -0.96201
C -4.33578 -2.42554 -0.85732
C -4.32321 -3.37100 0.34189
C -3.15792 -1.44380 -0.82050
C -3.17397 -0.49495 0.37696
N -2.00315 0.36857 0.35909
C -2.08112 1.62888 -0.18549
O -3.11948 2.05890 -0.64549
C -0.82834 2.40702 -0.13853
C -0.86411 3.71115 -0.62990
C 0.25773 4.50960 -0.59540
C 1.43241 4.00629 -0.05486
C 1.49055 2.71609 0.43433
C 0.36683 1.89432 0.39057
N 0.34176 0.58256 0.85052
C 1.23928 -0.32051 1.41333
C 2.71837 -0.21363 1.59801
N 3.48415 -0.79840 0.50812
C 3.37574 -2.24819 0.44373
C 4.35295 -2.76611 -0.61153
O 4.09971 -2.19886 -1.87624
C 4.18374 -0.79778 -1.80984
C 3.19067 -0.22762 -0.79540
N 0.62225 -1.43123 1.68002
N -0.67015 -1.33353 1.32783
C -0.83814 -0.14039 0.83458
H -5.66506 -0.98232 -1.77485
H -5.91091 -1.18112 -0.03824
H -6.47379 -2.42103 -1.15239
H -4.20475 -3.02852 -1.76383
H -5.04467 -4.17153 0.19458
H -3.33848 -3.81268 0.47165
H -4.58777 -2.84472 1.25533
H -3.16403 -0.84540 -1.73508
H -2.22664 -2.01364 -0.78814
H -4.04332 0.16262 0.33934
H -3.14730 -1.05704 1.31027
H -1.80182 4.06530 -1.03038
H 0.22314 5.51736 -0.97819
H 2.31625 4.62460 -0.01086
H 2.41485 2.36022 0.85402
H 3.04579 0.81722 1.73353
H 2.96805 -0.77385 2.50239
H 3.63709 -2.66139 1.41885
H 2.35355 -2.57053 0.19208
H 4.25002 -3.84522 -0.73318
H 5.38075 -2.52700 -0.29864
H 3.96525 -0.42606 -2.81256
H 5.20184 -0.49635 -1.51930
H 3.30525 0.85754 -0.75106
H 2.16648 -0.46586 -1.13290
*
```

HOMO level (eV): -8.706
Gap between HOMO and LUMO (hartree): 0.32499
SMILES string: CC(C)CCn1c(=O)c2ccccc2n2c(CN3CCOCC3)nnc12

Atomic partial charges in e from the Löwdin method, atoms 1 to 2:
1. C -0.0785
2. C -0.4327

=====

Record 3
Computed, not measured: a molecular structure, C19H25N6SSb2Zn, with ωB97M-V/def2-TZVPD.

```
! wB97M-V def2-TZVPD RIJCOSX def2/J DEFGRID3
* xyz 1 1
Zn -2.84949 -0.93052 -1.67435
C 3.15776 -0.60952 -1.76972
Sb 2.76979 -2.04284 -0.18025
C 3.86977 -3.67510 -1.27819
C 4.01931 -1.01369 1.91564
C 3.37757 0.27372 1.86753
C 4.10564 1.40494 1.47101
C 3.66939 2.67976 1.62681
C 2.37759 2.92415 2.16028
C 1.58132 1.85167 2.56411
C 2.01692 0.51321 2.42923
C 1.02420 -0.52807 2.77397
Sb -0.65111 -0.60600 1.24690
C -0.94778 -2.77248 1.48801
C -2.40440 0.19634 2.07653
H 2.84748 -1.17929 -2.66307
H 4.19116 -0.32349 -1.68022
H 2.59680 0.30929 -1.51220
H 3.13599 -4.41798 -1.67187
H 4.56320 -4.12013 -0.56423
H 4.38376 -3.10866 -2.10082
H 5.03718 -1.16520 1.50388
H 3.67381 -1.74271 2.70617
H 5.11567 1.24815 1.03642
H 4.20617 3.56839 1.22150
H 2.01854 3.96674 2.39422
H 0.55408 1.98782 2.92715
H 0.50722 -0.30049 3.71792
H 1.42326 -1.54588 2.81112
H -1.01258 -3.07373 2.57425
H -0.00650 -3.13951 1.01028
H -1.83925 -3.02794 0.91314
H -2.42385 1.27074 1.89287
H -2.34953 0.09016 3.19962
H -3.26753 -0.34478 1.77509
N -6.49482 0.88263 -1.16165
C -5.85338 -0.21374 -0.89080
N -4.53182 -0.08601 -1.08761
C -4.44233 1.23693 -1.39403
N -5.57377 1.87580 -1.49544
C -3.20326 1.78949 -1.97722
C -3.19698 3.06611 -2.43990
N -2.12768 3.52845 -3.02885
C -0.99727 2.83652 -2.93281
C -0.99150 1.54266 -2.38815
N -2.15605 0.95561 -1.93880
H -7.49252 1.04562 -1.11031
H -6.31901 -1.10226 -0.54344
H -4.13774 3.65552 -2.45745
H -0.10280 3.27670 -3.36015
H -0.11503 0.97867 -2.16373
S -1.46710 -2.58507 -2.75586
C -0.17541 -2.65845 -1.76283
N 0.90689 -2.64223 -1.31973
*
```

HOMO level (spin up / spin down) (eV): -7.728 / -7.729
Gap between HOMO and LUMO (spin up / spin down) (hartree): 0.11344 / 0.11348

Atomic partial charges in e from the Löwdin method, atoms 1 to 2:
1. Zn 0.6497
2. C -0.3170